Entry 1:
# C22H27N3O5

A single C22H27N3O5 molecule (ωB97M-V with the def2-TZVPD basis set, OMol25).

As for the SMILES: COc1cccc(OCc2cc(C(=O)N3CCN(C4CCCCC4)C(=O)C3)no2)c1. The calculation puts the max |F| at 0.022 hartree/bohr. The energy relative to the best compared isomer or geometry (same formula, charge and spin) comes out at 105.08 kcal/mol. For the total energy, the calculation gives -37959.0437 eV. Its HOMO-LUMO gap is 9.100 eV. The value obtained for the HOMO energy is -8.465 eV.

Geometry (Å):
C  -0.15  -6.00  -0.01
O  -0.45  -4.99  0.92
C  0.48  -4.68  1.86
C  1.72  -5.29  2.00
C  2.57  -4.87  3.01
C  2.21  -3.87  3.89
C  0.96  -3.26  3.75
O  0.68  -2.29  4.67
C  -0.55  -1.61  4.60
C  -0.70  -0.77  3.38
C  -1.79  -0.46  2.61
C  -1.27  0.42  1.62
C  -2.13  1.00  0.55
O  -3.26  0.56  0.40
N  -1.65  2.01  -0.20
C  -2.48  2.56  -1.24
C  -1.85  2.22  -2.58
N  -0.49  2.72  -2.64
C  0.07  2.95  -3.98
C  1.31  2.08  -4.23
C  1.81  2.29  -5.66
C  2.13  3.77  -5.89
C  0.90  4.63  -5.63
C  0.40  4.42  -4.21
C  0.26  2.93  -1.54
O  1.39  3.39  -1.58
C  -0.34  2.60  -0.17
N  0.02  0.59  1.81
O  0.37  -0.13  2.88
C  0.10  -3.66  2.75
H  0.73  -5.74  -0.61
H  -1.02  -6.07  -0.66
H  0.02  -6.96  0.48
H  2.03  -6.07  1.33
H  3.54  -5.35  3.11
H  2.86  -3.55  4.67
H  -1.39  -2.31  4.66
H  -0.56  -0.97  5.49
H  -2.80  -0.78  2.70
H  -2.55  3.65  -1.12
H  -3.48  2.12  -1.16
H  -1.85  1.13  -2.72
H  -2.43  2.67  -3.39
H  -0.70  2.64  -4.69
H  1.07  1.03  -4.06
H  2.09  2.37  -3.52
H  1.04  1.97  -6.36
H  2.70  1.69  -5.83
H  2.48  3.91  -6.92
H  2.93  4.07  -5.22
H  0.11  4.36  -6.34
H  1.15  5.68  -5.79
H  -0.49  5.03  -4.03
H  1.17  4.73  -3.50
H  0.36  1.94  0.34
H  -0.36  3.55  0.38
H  -0.87  -3.22  2.60

Here are the Mulliken charges for atoms 1 to 4, given in e: -0.90 -0.37 0.18 -0.55

Entry 2:
# C9H14BIO2

A single C9H14BIO2 molecule (ωB97M-V with the def2-TZVPD basis set, OMol25).

The calculation puts the max |F| at 0.074 hartree/bohr. The energy relative to the best compared isomer or geometry (same formula, charge and spin) comes out at 66.77 kcal/mol. For the total energy, the calculation gives -22429.1958 eV. Its HOMO-LUMO gap (alpha / beta) is 7.582 / 7.948 eV. The value obtained for the HOMO energy (alpha / beta) is -7.923 / -8.256 eV.

Geometry (Å):
B  -1.84  0.13  1.08
C  0.37  1.73  1.10
C  1.30  0.56  -0.94
C  -0.67  1.04  1.37
C  1.09  1.67  -0.21
C  1.02  -0.85  -0.63
C  -0.41  -1.26  -0.84
C  1.44  3.04  -0.79
C  1.40  -1.16  0.86
C  -1.01  -2.64  -0.60
O  -2.86  0.67  0.39
O  -2.09  -1.00  1.96
I  -1.27  -0.28  -2.60
H  0.89  2.56  1.66
H  1.64  0.77  -1.97
H  1.65  -1.47  -1.24
H  2.49  3.26  -0.57
H  1.00  3.87  -0.24
H  1.13  3.05  -1.76
H  2.38  -0.85  0.86
H  1.37  -2.23  0.87
H  0.93  -0.57  1.64
H  -1.82  -2.56  0.11
H  -0.22  -3.27  -0.19
H  -1.27  -2.94  -1.60
H  -3.66  0.18  0.25
H  -2.95  -1.46  2.01

Here are the Mulliken charges for atoms 1 to 4, given in e: 0.74 -0.60 -0.82 -0.49

Entry 3:
# C26H72F3O24

12 unconnected molecules or ions with the total composition C26H72F3O24 (ωB97M-V with the def2-TZVPD basis set, OMol25).

The calculation puts the max |F| at 0.103 hartree/bohr. For the total energy, the calculation gives -85408.6230 eV. Its HOMO-LUMO gap (alpha / beta) is 10.007 / 4.939 eV. As for the spin multiplicity: 2. The value obtained for the HOMO energy (alpha / beta) is -9.813 / -9.777 eV.

Geometry (Å):
C  1.15  0.02  -0.46
O  0.73  1.15  0.31
O  1.07  0.62  -1.77
C  2.49  -0.57  0.15
F  2.92  -1.55  -0.53
F  3.51  0.19  0.17
F  2.39  -1.08  1.38
C  0.23  0.91  1.63
C  -0.15  2.35  1.97
H  0.67  3.06  1.82
H  -1.00  2.75  1.43
H  -0.47  2.39  3.02
H  0.96  0.62  2.38
H  -0.66  0.29  1.71
H  0.48  -0.85  -0.38
C  3.13  -7.16  -0.41
C  2.45  -6.09  0.46
O  2.95  -4.74  0.36
O  3.94  -8.13  0.30
H  3.77  -6.66  -1.13
H  2.46  -7.65  -1.13
H  2.36  -6.36  1.52
H  1.45  -5.93  0.07
H  2.25  -4.09  0.39
H  4.50  -7.55  0.81
C  -3.74  0.53  5.78
C  -2.83  0.81  4.55
O  -1.97  -0.28  4.38
O  -4.49  1.68  6.36
H  -3.05  0.16  6.54
H  -4.45  -0.22  5.43
H  -2.18  1.67  4.69
H  -3.55  0.97  3.74
H  -2.56  -0.95  4.03
H  -4.26  1.68  7.30
C  4.71  1.35  -2.85
C  5.44  2.44  -2.01
O  6.65  2.75  -2.60
O  5.15  -0.03  -2.77
H  4.68  1.68  -3.88
H  3.65  1.33  -2.59
H  5.68  1.99  -1.05
H  4.89  3.38  -1.96
H  7.16  3.26  -1.96
H  4.56  -0.65  -3.20
C  -2.54  -3.72  -2.39
C  -2.23  -3.97  -0.90
O  -0.98  -3.43  -0.69
O  -2.57  -2.34  -2.73
H  -3.51  -4.16  -2.62
H  -1.82  -4.21  -3.04
H  -2.34  -5.02  -0.65
H  -2.93  -3.45  -0.25
H  -0.66  -3.30  -1.58
H  -1.67  -2.00  -2.71
C  4.55  1.88  3.09
C  3.07  2.27  3.13
O  2.88  3.64  2.88
O  5.21  2.41  1.99
H  4.63  0.81  3.30
H  5.07  2.15  4.01
H  2.60  1.81  3.99
H  2.59  1.86  2.24
H  1.94  3.73  2.69
H  4.63  2.37  1.23
C  -3.96  5.69  0.93
C  -3.17  4.58  0.40
O  -2.15  5.20  -0.44
O  -3.29  6.72  1.65
H  -4.77  5.45  1.62
H  -4.37  6.23  0.08
H  -3.74  4.08  -0.38
H  -2.82  3.83  1.10
H  -1.34  4.70  -0.33
H  -3.01  6.36  2.50
C  2.31  -2.06  -4.33
C  1.63  -3.01  -3.30
O  0.43  -2.56  -2.84
O  2.93  -1.03  -3.75
H  1.67  -1.52  -5.04
H  3.00  -2.51  -5.05
H  2.23  -3.20  -2.41
H  1.31  -3.98  -3.67
H  0.66  -1.83  -2.26
H  2.36  -0.50  -3.19
C  -3.27  0.05  0.78
C  -4.71  0.11  0.14
O  -4.83  1.42  -0.43
O  -2.83  -1.26  1.17
H  -3.06  0.78  1.56
H  -2.58  0.28  -0.03
H  -5.46  -0.07  0.90
H  -4.89  -0.60  -0.66
H  -4.47  1.35  -1.32
H  -2.57  -1.79  0.41
C  -2.64  1.88  -3.67
C  -3.91  1.19  -4.21
O  -4.42  0.12  -3.44
O  -1.66  0.95  -3.43
H  -2.96  2.39  -2.76
H  -2.25  2.58  -4.41
H  -3.96  1.01  -5.28
H  -4.67  1.96  -4.10
H  -3.71  -0.53  -3.40
H  -1.00  1.31  -2.82
C  0.58  4.29  -1.54
C  0.89  4.17  -2.98
O  1.87  3.14  -3.13
O  -0.18  3.29  -1.09
H  0.10  5.23  -1.24
H  1.52  4.20  -1.01
H  1.27  5.14  -3.30
H  -0.10  4.02  -3.42
H  1.43  2.33  -2.86
H  0.37  2.52  -0.89
C  0.19  -3.29  2.79
C  -0.87  -4.47  2.81
O  -1.84  -4.43  3.90
O  1.30  -3.54  3.61
H  -0.20  -2.44  3.34
H  0.58  -3.08  1.80
H  -0.43  -5.43  3.10
H  -1.29  -4.40  1.80
H  -1.42  -4.83  4.66
H  1.22  -2.97  4.38

Here are the Mulliken charges for atoms 1 to 4, given in e: 1.18 0.33 -0.15 0.08

Entry 4:
# C24H27I2InN5O2S3

A molecular structure, C24H27I2InN5O2S3 (ωB97M-V with the def2-TZVPD basis set, OMol25).

The calculation puts the max |F| at 0.009 hartree/bohr. The energy relative to the best compared isomer or geometry (same formula, charge and spin) comes out at 1.81 kcal/mol. For the total energy, the calculation gives -90758.4833 eV. Its HOMO-LUMO gap is 6.966 eV. As for the charge: -1. The value obtained for the HOMO energy is -4.932 eV.

Geometry (Å):
In  0.38  -0.48  0.47
I  -4.79  1.06  0.15
C  -3.71  0.62  1.88
C  -4.35  0.68  3.12
C  -3.67  0.39  4.28
I  -4.72  0.48  6.09
C  -2.31  0.02  4.23
C  -1.51  -0.30  5.36
C  -0.20  -0.65  5.20
C  0.34  -0.69  3.91
N  -0.36  -0.40  2.85
C  -1.67  -0.04  2.97
C  -2.37  0.25  1.72
O  -1.79  0.17  0.59
H  -5.39  0.96  3.17
H  -1.96  -0.26  6.34
H  0.41  -0.89  6.06
H  1.38  -0.98  3.74
N  1.03  4.20  -1.17
C  0.71  3.07  -0.45
O  -0.43  2.83  -0.14
C  1.90  2.21  -0.08
C  1.62  1.22  1.05
H  0.27  4.70  -1.60
H  1.95  4.29  -1.58
H  2.73  2.89  0.17
H  2.21  1.67  -0.98
H  1.18  1.71  1.91
H  2.57  0.75  1.34
S  4.93  -0.58  -0.81
C  3.46  -1.17  -0.40
N  2.39  -1.57  -0.11
S  -1.02  -2.64  0.64
C  -0.27  -4.20  0.27
C  1.10  -4.45  0.22
C  1.59  -5.71  -0.10
C  0.73  -6.77  -0.36
C  -0.64  -6.54  -0.30
C  -1.13  -5.28  0.01
H  1.79  -3.63  0.41
H  2.66  -5.86  -0.14
H  1.12  -7.75  -0.60
H  -1.33  -7.35  -0.50
H  -2.21  -5.11  0.05
C  -3.83  -2.34  -3.40
C  -3.30  -2.06  -2.00
N  -2.23  -1.08  -1.98
C  -0.97  -1.31  -2.34
S  0.19  -0.04  -2.23
N  -0.64  -2.54  -2.74
C  0.71  -2.98  -3.09
C  0.93  -2.98  -4.60
H  -4.62  -3.10  -3.36
H  -3.05  -2.71  -4.07
H  -4.24  -1.43  -3.85
H  -2.97  -2.97  -1.49
H  -4.10  -1.64  -1.38
H  -2.37  -0.21  -1.48
H  -1.32  -3.27  -2.57
H  0.84  -3.97  -2.67
H  1.41  -2.31  -2.60
H  0.26  -3.68  -5.10
H  1.96  -3.26  -4.82
H  0.76  -1.98  -5.00

Here are the Mulliken charges for atoms 1 to 4, given in e: 1.32 -0.07 -0.31 -0.43